1.
C23H28BN2OSn | the ωB97M-V functional and the def2-TZVPD basis

Summary:
Gap between HOMO and LUMO in eV: 6.137
Highest occupied orbital energy in eV: -3.949
Total charge: -1

Each line ends with the Mulliken charge.
Cartesian coordinates (Å):
C  -1.6937  -3.3055  1.1931  -0.34
C  -2.2809  -2.2608  0.4284  -0.69
C  -1.4162  -1.9270  -0.6381  -0.14
H  -3.2668  -1.8290  0.5995  0.40
C  -0.2298  -2.7356  -0.5161  -0.59
C  -0.4252  -3.6146  0.6255  -1.11
H  0.5544  -2.8443  -1.2564  0.66
C  -0.2395  0.4478  3.7135  -1.07
C  -1.4778  0.4978  3.0179  -0.62
C  -1.3078  1.2956  1.8585  -0.53
H  -2.4141  0.0497  3.3390  0.39
C  0.0532  1.7211  1.8033  -0.06
C  0.7196  1.1721  2.9441  -0.56
H  -1.6198  -1.2454  -1.4621  0.35
H  0.2298  -4.4338  0.9116  0.48
H  -2.1621  -3.8360  2.0213  0.42
H  1.7701  1.3436  3.1821  0.32
H  -2.0873  1.6121  1.1638  0.36
H  -0.0753  -0.0030  4.6931  0.54
Sn  0.5657  -1.3083  1.3264  1.19
C  0.6386  2.7374  0.8444  2.78
C  1.1860  3.8901  1.7053  -1.94
C  -0.4269  3.2657  -0.1177  -2.37
H  0.4049  4.2901  2.3628  0.38
H  1.5479  4.7100  1.0721  0.52
H  2.0194  3.5562  2.3367  0.34
H  -1.2613  3.6959  0.4546  0.52
H  -0.8193  2.4679  -0.7648  0.34
H  0.0015  4.0554  -0.7500  0.39
C  1.8481  2.1483  0.0398  -1.23
C  1.5770  1.1332  -1.0525  0.25
H  2.5549  1.6983  0.7566  0.32
H  2.3708  3.0021  -0.4257  0.30
O  1.1530  -0.0279  -0.8294  -0.51
N  1.8566  1.4710  -2.3235  -0.02
C  1.8926  0.4398  -3.3782  -1.30
H  2.3515  2.3385  -2.4991  0.30
C  0.5056  0.0589  -3.8241  0.90
C  0.1672  -1.2750  -4.0900  -0.32
H  0.9270  -2.0477  -3.9428  0.31
C  -1.1189  -1.5959  -4.5242  -0.59
H  -1.3836  -2.6356  -4.7211  0.33
C  -2.0704  -0.5831  -4.7106  -0.42
H  -3.0758  -0.8380  -5.0579  0.35
C  -1.7306  0.7483  -4.4516  -0.62
H  -2.4625  1.5449  -4.5848  0.38
C  -0.4365  1.0653  -4.0173  -0.20
H  -0.1539  2.1002  -3.8153  0.33
H  2.4329  -0.4443  -3.0142  0.32
H  2.4494  0.8691  -4.2173  0.46
B  0.3926  -3.6538  5.1645  0.10
C  1.1145  -2.9929  3.9870  0.36
N  1.6667  -2.4980  3.0718  -0.72
H  -0.7964  -3.7833  4.9210  -0.16
H  0.5627  -2.9552  6.1495  -0.15
H  0.9183  -4.7524  5.2977  -0.14

---

2.
C23H28BrN5O2SZn | the ωB97M-V functional and the def2-TZVPD basis

Summary:
Energy above the lowest of the compared OMol25 structures with the same formula, charge and spin in eV: 0.000
Gap between HOMO and LUMO in eV: 7.095
Highest occupied orbital energy in eV: -12.777
Total charge: +2

Each line ends with the Mulliken charge.
Cartesian coordinates (Å):
Zn  -0.0683  0.2056  -0.2769  0.75
O  2.8526  0.0466  2.1716  -0.89
C  2.6943  1.1235  3.0205  0.52
C  3.4133  1.1301  4.2044  -0.58
C  3.2913  2.1990  5.0792  -0.43
C  2.4712  3.2745  4.7614  -0.82
C  1.7706  3.2601  3.5652  -0.80
C  1.8496  2.1847  2.6858  0.25
C  1.0058  2.2036  1.4215  0.59
O  1.3807  1.2807  0.4591  -0.51
N  -0.4230  1.9504  1.8695  -0.25
N  -1.2609  1.3053  1.0082  -0.04
C  -2.5196  1.4807  1.0542  -0.37
C  -3.4823  0.6969  0.2677  0.43
Br  -2.8044  -0.9014  -0.5308  -0.19
C  -4.7430  1.0959  0.1259  -0.56
C  -5.8981  0.5453  -0.5943  0.86
C  -6.8469  1.4644  -1.0452  -0.52
C  -7.9627  1.0436  -1.7492  -0.61
C  -8.1561  -0.3100  -1.9863  -0.44
C  -7.2349  -1.2367  -1.5127  -0.70
C  -6.1085  -0.8146  -0.8259  -0.40
H  2.4684  0.3891  1.3203  0.26
H  4.0826  0.3044  4.4143  0.47
H  3.8611  2.2045  6.0000  0.41
H  2.3961  4.1217  5.4294  0.42
H  1.1559  4.1166  3.2999  0.42
H  1.0348  3.2137  0.9997  0.35
H  -0.8439  2.7291  2.3637  0.35
H  -2.9399  2.2417  1.7111  0.36
H  -4.9390  2.0465  0.6210  0.33
H  -6.7043  2.5203  -0.8451  0.35
H  -8.6855  1.7681  -2.0990  0.40
H  -9.0311  -0.6448  -2.5281  0.39
H  -7.3982  -2.2944  -1.6765  0.39
H  -5.4163  -1.5522  -0.4416  0.35
N  -0.6707  -3.3798  4.0377  -0.27
C  0.3001  -2.8071  3.0212  -0.71
C  -0.4247  -1.9024  2.0320  -0.81
N  0.4872  -1.4810  0.9700  -0.52
H  -0.2152  -4.0628  4.6475  0.37
H  -1.4574  -3.8509  3.5853  0.35
H  -1.0570  -2.6489  4.6398  0.36
H  0.7756  -3.6534  2.5315  0.39
H  1.0520  -2.2640  3.5902  0.38
H  -0.7746  -1.0019  2.5436  0.35
H  -1.3012  -2.3952  1.6088  0.54
H  0.7996  -2.2676  0.4072  0.36
H  1.3151  -1.0502  1.4021  0.29
S  -0.3431  0.6059  -2.5362  -0.40
C  1.1707  1.2059  -3.1191  0.45
N  1.1837  1.6318  -4.4046  -0.02
C  2.2757  2.0941  -5.0609  -0.22
C  3.4683  2.1712  -4.4152  -0.68
C  3.5113  1.7677  -3.0736  -0.34
C  2.3891  1.2957  -2.4367  -0.38
H  0.3040  1.5826  -4.9045  0.27
H  2.1235  2.3892  -6.0889  0.42
H  4.3429  2.5375  -4.9307  0.42
H  4.4434  1.8357  -2.5268  0.43
H  2.4155  1.0251  -1.3941  0.41

---

3.
C23H28F6NO18 | the ωB97M-V functional and the def2-TZVPD basis

Summary:
Gap between HOMO and LUMO in eV: 10.192
Highest occupied orbital energy in eV: -13.493
Total charge: +1

Each line ends with the Mulliken charge.
Cartesian coordinates (Å):
C  2.6130  -0.8761  0.7323  -1.04
C  1.1311  -0.5257  0.8725  1.15
C  0.5892  0.7565  0.3375  -0.54
N  -0.6859  0.6963  0.2753  0.23
C  -1.2118  -0.6393  0.6713  -0.55
C  0.0317  -1.4816  0.3614  -0.61
H  2.7473  -1.7958  0.1706  -0.01
H  3.1704  -0.0637  0.2665  0.39
H  3.0312  -1.0250  1.7261  0.36
H  0.8989  -0.4364  1.9501  -0.44
H  1.1645  1.6253  0.0380  0.70
H  -1.2925  1.4618  -0.0258  0.12
H  -2.0653  -0.8614  0.0399  0.37
H  -1.4414  -0.6299  1.7384  0.29
H  0.0587  -2.4736  0.8049  0.54
H  0.1099  -1.5832  -0.7233  0.16
C  3.6388  -2.7994  -4.2468  -0.47
C  3.9179  -3.0894  -2.7874  0.30
O  2.7585  -2.5837  -2.1454  -0.10
C  1.7353  -2.6224  -3.0438  0.51
O  0.5926  -2.4855  -2.7536  -0.53
O  2.2060  -2.8363  -4.2849  -0.35
F  5.0069  -2.4340  -2.3189  -0.32
H  3.9834  -1.7996  -4.5143  0.28
H  4.0557  -3.5310  -4.9315  0.29
H  4.0035  -4.1469  -2.5343  0.30
C  5.7547  -5.4232  1.3616  -0.48
C  5.3094  -4.7424  0.0844  0.36
O  3.8988  -4.8507  0.1596  -0.24
C  3.5541  -4.9069  1.4796  0.62
O  2.4594  -4.7287  1.8944  -0.50
O  4.6466  -5.1589  2.2307  -0.31
F  5.7366  -5.3709  -1.0366  -0.29
H  5.8593  -6.4984  1.2116  0.29
H  6.6673  -5.0154  1.7849  0.29
H  5.5661  -3.6835  0.0124  0.28
C  2.4346  4.6750  3.4229  -0.43
C  2.2779  4.3770  1.9466  0.43
O  3.3776  3.5311  1.6775  -0.31
C  3.7067  2.8935  2.8416  0.69
O  4.4011  1.9379  2.9073  -0.50
O  3.0909  3.4886  3.8864  -0.32
F  2.3533  5.4795  1.1737  -0.30
H  3.0782  5.5418  3.5760  0.28
H  1.4951  4.8128  3.9494  0.29
H  1.3568  3.8405  1.6998  0.17
C  -4.5023  1.6362  -3.2040  0.11
C  -4.6081  0.4498  -2.2711  0.30
O  -3.5697  0.7258  -1.3225  -0.20
C  -3.3749  2.0652  -1.3036  0.66
O  -2.7369  2.6292  -0.4609  -0.69
O  -3.9846  2.6581  -2.3301  -0.30
F  -4.3407  -0.7209  -2.8782  -0.27
H  -3.7790  1.4461  -3.9977  0.28
H  -5.4515  1.9350  -3.6315  -0.21
H  -5.5557  0.3707  -1.7380  0.28
C  -7.3334  4.7841  -5.1533  -0.42
C  -8.5571  5.0344  -4.2936  0.31
O  -9.0262  3.7177  -4.0381  -0.31
C  -7.9757  2.8725  -4.1264  0.69
O  -7.9525  1.7512  -3.7376  -0.51
O  -6.9135  3.4905  -4.6990  -0.35
F  -9.5098  5.7298  -4.9452  -0.27
H  -7.6054  4.7255  -6.2075  0.27
H  -6.5400  5.5122  -5.0145  0.28
H  -8.3519  5.5237  -3.3400  0.28
C  0.9804  -0.9588  4.8820  -0.28
C  1.0251  -1.2443  6.3704  0.28
O  -0.2642  -0.8380  6.7923  -0.32
C  -1.1172  -0.9402  5.7393  0.57
O  -2.2946  -0.8852  5.7976  -0.49
O  -0.4082  -1.1177  4.5876  -0.23
F  1.9581  -0.5036  7.0047  -0.27
H  1.2761  0.0723  4.6741  0.18
H  1.5711  -1.6449  4.2794  0.26
H  1.1703  -2.2948  6.6268  0.30

---

4.
C23H28N2O4S | the ωB97M-V functional and the def2-TZVPD basis

Summary:
Energy above the lowest of the compared OMol25 structures with the same formula, charge and spin in eV: 0.942
Gap between HOMO and LUMO in eV: 8.926
Highest occupied orbital energy in eV: -8.281

Each line ends with the Mulliken charge.
Cartesian coordinates (Å):
C  2.6108  -3.7175  2.4682  -1.08
O  2.4569  -2.7461  1.4642  -0.29
C  3.3994  -1.7596  1.3649  1.02
C  4.4839  -1.6099  2.2105  -0.44
C  5.3849  -0.5705  2.0210  -0.81
C  5.2022  0.3225  0.9883  -0.83
C  4.1180  0.1858  0.1322  -0.52
C  3.2112  -0.8443  0.3069  0.40
O  2.1114  -1.0592  -0.4746  -0.11
C  2.0378  -0.3773  -1.7064  -0.60
C  0.8895  -0.9599  -2.5322  0.28
O  0.9965  -1.1547  -3.7262  -0.69
N  -0.2277  -1.1958  -1.8267  0.29
C  -1.3645  -1.8505  -2.4222  -1.46
C  -2.5435  -0.9392  -2.8154  0.77
C  -2.1032  0.3176  -3.5794  -1.46
C  -1.6400  1.4456  -2.6583  0.16
C  -2.6890  1.7296  -1.5852  -0.96
N  -2.9441  0.5216  -0.8403  0.26
C  -2.7882  0.3699  0.4859  0.10
O  -2.9930  -0.6868  1.0633  -0.71
C  -2.3766  1.5965  1.2503  -0.73
C  -3.3512  2.4438  1.7625  -0.11
C  -2.9914  3.5459  2.5184  -0.68
C  -1.6552  3.8092  2.7714  -0.61
C  -0.6782  2.9615  2.2797  -0.53
C  -1.0396  1.8523  1.5330  0.86
S  0.2291  0.7519  0.9142  0.23
C  0.0078  -0.6154  2.0912  -0.61
C  -3.4576  -0.5658  -1.6417  -1.35
H  1.7732  -4.4024  2.3444  0.24
H  3.5492  -4.2695  2.3539  0.42
H  2.5691  -3.2741  3.4690  0.38
H  4.6439  -2.3020  3.0218  0.43
H  6.2270  -0.4715  2.6887  0.38
H  5.8987  1.1327  0.8363  0.39
H  3.9850  0.8956  -0.6680  0.42
H  2.9634  -0.4940  -2.2826  0.60
H  1.8461  0.6949  -1.5483  0.34
H  -0.2292  -0.9942  -0.8370  -0.16
H  -0.9900  -2.3237  -3.3352  0.58
H  -1.7252  -2.6266  -1.7412  0.39
H  -3.1536  -1.5479  -3.4925  0.36
H  -2.9489  0.6781  -4.1710  0.48
H  -1.2985  0.0536  -4.2660  0.46
H  -0.7044  1.1789  -2.1691  -0.32
H  -1.4691  2.3487  -3.2461  0.44
H  -3.6254  2.0582  -2.0559  0.32
H  -2.3441  2.5143  -0.9105  0.49
H  -4.3916  2.2342  1.5609  0.51
H  -3.7556  4.2010  2.9089  0.41
H  -1.3731  4.6712  3.3570  0.39
H  0.3673  3.1493  2.4719  0.51
H  -1.0315  -0.9308  2.0862  0.38
H  0.6530  -1.4163  1.7456  0.16
H  0.3077  -0.2796  3.0803  0.34
H  -4.4338  -0.2594  -2.0414  0.35
H  -3.6059  -1.4202  -0.9777  0.54

---

5.
C23H28N2O5S | the ωB97M-V functional and the def2-TZVPD basis

Summary:
Energy above the lowest of the compared OMol25 structures with the same formula, charge and spin in eV: 0.778
Gap between HOMO and LUMO in eV: 8.212
Highest occupied orbital energy in eV: -8.663

Each line ends with the Mulliken charge.
Cartesian coordinates (Å):
C  3.6165  0.4001  6.2394  -0.89
O  2.4017  0.7295  5.6033  -0.42
C  2.4210  1.0574  4.2940  0.91
C  1.1765  1.3918  3.7325  -0.82
C  1.0803  1.6969  2.4026  -0.20
C  2.2110  1.7059  1.5702  -0.20
C  2.1324  1.9690  0.1390  1.04
O  3.1261  2.2231  -0.5435  -0.77
C  0.8114  1.8530  -0.5142  -0.36
C  -0.0019  0.8173  -0.3060  -0.73
C  -1.2933  0.7144  -1.0151  0.59
O  -1.6731  1.5791  -1.7981  -0.81
N  -2.0664  -0.3636  -0.7329  0.42
C  -3.3891  -0.4293  -1.3282  -1.32
C  -3.2963  -1.1114  -2.7048  0.69
O  -3.6180  -2.2693  -2.8770  -0.67
N  -2.8039  -0.2942  -3.6462  -0.02
C  -2.4397  -0.7441  -4.9703  -0.92
C  -0.9187  -0.7826  -5.1324  -0.50
C  -0.4656  -1.0557  -6.5698  0.66
C  1.0502  -0.8927  -6.6712  -1.59
C  -0.8738  -2.4520  -7.0326  -1.48
C  -1.6148  -1.5236  0.0121  -1.37
C  -1.5616  -1.2627  1.4877  0.39
C  -2.4321  -0.5477  2.2496  -0.32
C  -2.0652  -0.5059  3.6142  -0.68
C  -0.9214  -1.1870  3.8691  -0.44
S  -0.2591  -1.8900  2.4482  -0.10
C  3.4726  1.4475  2.1561  -0.24
O  4.6063  1.5001  1.4575  -0.67
C  3.5570  1.0967  3.5037  -0.65
H  4.0828  -0.4755  5.7785  0.35
H  4.3172  1.2396  6.2193  0.36
H  3.3560  0.1712  7.2713  0.24
H  0.3106  1.3989  4.3735  0.54
H  0.1195  1.9619  1.9893  0.56
H  0.5662  2.5907  -1.2670  0.48
H  0.2655  0.0536  0.4053  0.55
H  -4.0494  -1.0063  -0.6799  0.55
H  -3.7685  0.5889  -1.4407  0.47
H  -2.4790  0.6229  -3.3557  0.28
H  -2.8738  -1.7373  -5.0955  0.41
H  -2.8766  -0.0636  -5.7083  0.22
H  -0.5167  0.1829  -4.8125  0.37
H  -0.5092  -1.5491  -4.4704  0.23
H  -0.9386  -0.3168  -7.2269  0.26
H  1.3530  0.1066  -6.3668  0.39
H  1.3841  -1.0549  -7.6933  0.43
H  1.5518  -1.6133  -6.0288  0.35
H  -0.4700  -3.2061  -6.3606  0.32
H  -1.9547  -2.5570  -7.0595  0.37
H  -0.4898  -2.6438  -8.0321  0.43
H  -0.6318  -1.8496  -0.3434  0.51
H  -2.3156  -2.3372  -0.2018  0.50
H  -3.3062  -0.0621  1.8541  0.48
H  -2.6347  0.0074  4.3678  0.45
H  -0.4157  -1.3241  4.8036  0.51
H  4.3860  1.8004  0.5403  0.40
H  4.5388  0.8801  3.8910  0.47

---

6.
C23H28N3O4RuSSi | the ωB97M-V functional and the def2-TZVPD basis

Summary:
2S+1: 2
Energy above the lowest of the compared OMol25 structures with the same formula, charge and spin in eV: 3.169
Gap between HOMO and LUMO (spin up / spin down) in eV: 5.607 / 6.357
Highest occupied orbital energy (spin up / spin down) in eV: -6.845 / -6.829

Each line ends with the Mulliken charge.
Cartesian coordinates (Å):
Ru  0.6355  -0.7353  -0.7817  0.59
O  -1.5671  -0.1731  -1.1359  -0.26
N  -2.5513  -1.0499  -1.1596  0.34
C  -3.7860  -0.6010  -1.4729  -0.28
C  -4.8691  -1.4339  -1.5180  -0.70
C  -4.6814  -2.7912  -1.2466  -0.23
C  -3.4235  -3.2385  -0.9338  -0.99
C  -2.3331  -2.3562  -0.8700  0.72
S  -0.7842  -2.8851  -0.4074  -0.42
H  -3.8378  0.4558  -1.6858  0.44
H  -5.8415  -1.0349  -1.7638  0.42
H  -5.5136  -3.4805  -1.2841  0.38
H  -3.2272  -4.2795  -0.7203  0.44
C  0.7574  -3.4776  2.6958  -1.16
Si  1.9515  -2.2984  1.8048  -0.01
C  2.7008  -3.1107  0.2820  -1.02
C  3.3928  -1.8963  2.9624  -1.18
N  1.1189  -0.8269  1.3298  0.45
C  0.5862  0.0661  2.2094  0.11
C  0.4781  -0.1930  3.5903  -0.19
C  -0.0196  0.7400  4.4790  -1.11
C  -0.4615  1.9726  4.0279  -0.78
C  -0.3987  2.2563  2.6705  -0.48
C  0.1204  1.3292  1.7859  0.70
O  0.1874  1.5399  0.4188  0.32
C  -0.0526  2.8189  -0.0429  -0.94
C  -1.2206  3.0584  -0.7520  -0.01
C  -1.4585  4.3229  -1.2716  -0.54
C  -0.5391  5.3427  -1.0722  -0.55
C  0.6233  5.0938  -0.3546  -0.65
C  0.8712  3.8325  0.1640  0.08
H  0.9333  -4.5105  2.3854  0.40
H  -0.2755  -3.2338  2.4511  0.34
H  0.8703  -3.4301  3.7815  0.41
H  3.2441  -4.0158  0.5678  0.43
H  3.4008  -2.4371  -0.2117  0.25
H  1.9511  -3.4039  -0.4534  0.31
H  3.9238  -2.8188  3.2105  0.35
H  3.0745  -1.4323  3.8965  0.36
H  4.1010  -1.2219  2.4772  0.29
H  0.7943  -1.1635  3.9497  0.26
H  -0.0744  0.5003  5.5335  0.39
H  -0.8562  2.7080  4.7156  0.39
H  -0.7640  3.2057  2.3036  0.46
H  -1.9161  2.2373  -0.8802  0.50
H  -2.3677  4.5146  -1.8268  0.42
H  -0.7281  6.3313  -1.4694  0.38
H  1.3414  5.8877  -0.1962  0.40
H  1.7742  3.6295  0.7260  0.47
N  0.7197  1.1385  -2.5268  -0.19
C  0.6160  0.6452  -3.9075  -0.63
C  1.7638  -0.3323  -4.1740  -0.67
C  1.8353  -1.1421  -2.8916  0.76
O  0.9736  -2.0394  -2.7191  -0.58
O  2.6530  -0.7716  -1.9992  -0.61
H  -0.0046  1.8128  -2.3244  0.01
H  1.6278  1.5676  -2.3783  0.26
H  0.6296  1.4597  -4.6377  0.39
H  -0.3350  0.1178  -3.9941  0.23
H  2.7051  0.1941  -4.3275  0.35
H  1.5321  -0.9645  -5.0279  0.37